Record 1
Below is a cluster of 11 separate species, C9H40N18O11 in total at a distorted geometry, with properties calculated with the ωB97M-V functional and the def2-TZVPD basis.

Its energy above the lowest of the compared OMol25 structures with the same formula, charge and spin is 16.4 kcal/mol. The SMILES is NC(N)=O.NC(N)=O.NC(N)=O.NC(N)=O.NC(N)=O.NC(N)=O.NC(N)=O.NC(N)=O.NC(N)=O.O.O. The calculation puts the HOMO energy at -9.638 eV.

XYZ file:
```
78
Properties=species:S:1:pos:R:3:forces:R:3
C -3.149915 -0.439160 -1.371460 0.256 0.979 -0.024
O -2.431043 -1.061757 -0.589237 -0.983 0.263 -0.656
N -3.609705 -1.046045 -2.554830 1.099 -0.022 2.280
N -3.547813 0.926898 -1.124463 1.337 -1.108 -0.917
H -3.022745 -1.827042 -2.765164 -0.042 -0.440 -0.235
H -4.016636 -0.587483 -3.321599 -0.511 0.948 -0.618
H -3.252434 1.503305 -1.939623 -0.728 -0.242 0.551
H -2.969895 1.291951 -0.343802 -0.797 -0.335 -0.404
C 1.783910 0.957472 -3.778341 0.584 -2.267 -0.512
O 1.523400 2.047171 -4.229371 -0.104 1.286 0.028
N 3.060806 0.538882 -3.506225 -0.394 0.577 0.018
N 0.867080 -0.030363 -3.560410 -3.160 0.436 -1.013
H 3.736502 1.187428 -3.804549 0.919 0.600 -0.327
H 3.350360 -0.417554 -3.430176 -0.299 -0.159 0.456
H 1.255696 -0.959956 -3.589910 -0.461 -0.148 0.288
H -0.136692 0.127607 -3.985114 3.077 -0.485 1.178
C -1.787855 -5.469701 1.772377 1.257 -1.775 0.601
O -1.867184 -6.465795 1.085477 -0.431 -0.675 -0.469
N -2.153294 -4.270437 1.335945 -2.074 0.231 -2.915
N -1.166945 -5.549140 3.020430 -0.231 0.515 1.337
H -1.877841 -3.386778 1.612857 0.847 1.776 1.546
H -2.625262 -4.226921 0.406571 0.736 -0.512 1.308
H -1.481006 -4.822502 3.685294 0.461 -0.787 -0.467
H -1.037915 -6.499297 3.438320 -0.506 1.375 -0.947
C 2.061982 -3.329174 1.695393 0.724 -1.123 2.138
O 2.883748 -2.407449 1.660362 -0.944 -0.794 -0.602
N 2.002799 -4.163861 2.838844 -0.670 -0.316 -0.474
N 1.183376 -3.725401 0.752039 -0.570 1.032 -1.516
H 1.490502 -5.074127 2.836597 0.668 1.420 -0.229
H 2.816445 -4.117918 3.422054 0.120 0.034 0.086
H 0.348936 -4.272711 0.945121 0.550 0.101 0.344
H 1.054417 -3.069524 -0.016515 0.209 -0.180 0.192
C -4.249422 -0.479928 2.703284 0.467 -0.716 0.257
O -4.050333 -1.441676 3.421646 0.143 -0.652 0.311
N -5.093924 -0.577951 1.582427 0.564 1.070 1.517
N -3.624856 0.697380 2.941994 -1.457 1.381 -2.269
H -4.889085 -1.417765 1.103827 -0.040 -1.063 -0.407
H -4.971960 0.198719 0.976761 -0.100 0.686 -0.800
H -3.695475 1.465380 2.288895 -0.021 -0.179 -0.195
H -3.007003 0.939787 3.653603 0.685 -0.545 1.676
C 2.988670 3.585486 -0.597634 -1.670 0.441 1.201
O 2.876583 3.675050 0.626177 0.705 0.108 -0.590
N 1.836643 3.526540 -1.375853 1.154 -0.760 -0.674
N 4.148368 3.602884 -1.264056 0.920 -0.009 -2.097
H 1.954766 2.925809 -2.223696 -0.618 0.832 0.946
H 1.086743 3.254396 -0.746978 -0.163 -0.210 -0.490
H 4.192975 3.737895 -2.274812 -0.479 -0.164 0.659
H 5.033969 3.721710 -0.839780 0.327 0.057 0.940
C -1.061083 4.117437 -2.639481 -2.052 -1.916 -0.185
O -1.995927 3.271779 -2.608355 0.830 0.072 -0.121
N -0.991171 5.001867 -1.647876 1.382 1.836 0.726
N -0.170347 4.098926 -3.631246 0.866 0.344 -1.849
H -0.157647 5.589620 -1.531184 -0.704 -0.597 -0.003
H -1.575595 4.846563 -0.841215 -0.008 -0.092 -0.169
H -0.230298 3.356079 -4.352844 -0.027 0.871 1.203
H 0.518168 4.830263 -3.832367 -0.581 -0.588 0.583
C 2.978546 0.761168 1.191589 0.215 -0.630 -0.425
O 2.169811 0.361610 0.313018 1.024 1.375 1.833
N 4.328950 0.437835 1.157388 -0.362 -0.757 -1.635
N 2.643499 1.511407 2.285567 -1.947 -0.464 -0.727
H 4.548169 -0.245664 0.405994 -0.274 0.789 0.936
H 4.713831 0.159103 2.038595 0.104 0.043 0.339
H 1.659286 1.802353 2.168314 0.799 -0.053 0.420
H 3.246936 2.272786 2.551577 0.178 -0.093 -0.258
C -1.075993 1.603237 0.754058 -0.887 -0.516 0.170
O -1.988643 2.387523 1.109809 1.047 -0.218 -0.989
N -0.514813 1.560145 -0.493127 -0.798 1.333 -0.239
N -0.648768 0.655834 1.611488 0.724 -1.039 0.607
H -1.060154 2.031048 -1.216357 0.196 0.078 0.166
H 0.022801 0.780840 -0.816311 0.274 -0.361 0.309
H -0.151614 -0.187751 1.282291 -0.468 0.982 0.294
H -1.256568 0.512511 2.411998 0.347 -0.043 -0.407
O 2.687659 -1.473546 -1.354018 0.688 -0.578 0.300
H 2.542039 -0.747863 -0.693297 -0.442 0.224 -0.398
H 3.295570 -1.998033 -0.807468 -0.266 -0.380 -0.395
O -0.777632 -1.967168 3.183301 -0.182 -0.031 -0.152
H 0.024666 -2.249917 3.652582 -0.633 0.114 0.136
H -1.546153 -1.854332 3.774892 0.601 -0.187 -0.079
```
Positions in Å, forces in eV/Å.

=====

Record 2
Below is a cluster of 11 separate species, C9H41N11O11 in total at a distorted geometry, with properties calculated with the ωB97M-V functional and the def2-TZVPD basis.

The SMILES is COC[C@H](C)N.NC(N)=O.NC(N)=O.NC(N)=O.NC(N)=O.NC(N)=O.O.O.O.O.O. The calculation puts the HOMO energy at -8.703 eV.

XYZ file:
```
72
Properties=species:S:1:pos:R:3:forces:R:3
C -3.780391 -1.201744 -2.105838 1.349 0.004 -1.645
O -3.034458 -1.618534 -3.010766 -0.774 -0.028 0.869
N -5.061549 -1.635225 -1.953875 -0.002 1.115 1.271
N -3.338816 -0.257218 -1.217591 -1.262 -0.825 -0.176
H -5.492118 -2.424828 -2.384662 0.392 -0.192 -0.452
H -5.571170 -1.177224 -1.216682 -0.338 -0.308 -0.101
H -2.431576 0.162231 -1.314590 0.055 0.051 -0.218
H -3.960529 -0.027930 -0.465323 0.285 0.384 0.199
C -2.689692 -3.555926 1.287503 -2.630 -0.371 -1.614
O -3.790926 -3.330944 1.825288 2.147 0.176 -0.198
N -1.787774 -4.476552 1.774789 -0.945 1.211 0.800
N -2.368864 -3.080640 0.021122 1.301 -0.765 1.673
H -1.079739 -4.910796 1.224465 0.262 -0.103 0.071
H -1.995201 -4.699119 2.734538 0.403 -0.546 -0.177
H -2.983926 -2.639588 -0.628835 -0.395 -0.101 0.315
H -1.530361 -3.502373 -0.335178 -0.020 0.276 -0.753
C 3.398370 0.470174 -0.788681 -0.541 -1.415 -0.664
O 2.699391 1.252967 -1.433394 0.900 0.053 0.870
N 2.876011 -0.275501 0.251672 0.525 1.118 -0.454
N 4.706746 0.138170 -1.103512 -0.643 0.471 0.628
H 3.408589 -1.004531 0.670668 0.063 -0.288 0.217
H 1.906697 -0.187990 0.504294 -0.013 0.044 -0.052
H 5.115109 0.280093 -2.007542 -0.361 0.334 -0.148
H 5.138980 -0.558233 -0.537056 0.247 -0.298 0.070
C -2.239191 2.943163 -3.812305 -0.281 -0.992 -1.607
O -2.596730 2.167910 -4.714155 0.231 0.860 1.292
N -2.630331 4.267886 -3.826843 0.310 -0.209 0.628
N -1.427440 2.584261 -2.772417 -1.034 0.857 -0.397
H -3.286285 4.596381 -4.504132 0.009 -0.147 -0.213
H -2.208808 4.917774 -3.192196 -0.100 0.160 0.018
H -0.989422 1.679119 -2.868969 0.458 0.295 0.056
H -1.112694 3.341955 -2.160840 0.267 -1.206 -0.290
C 0.618169 4.107296 0.148879 -0.124 0.866 -1.846
O -0.317988 3.915933 -0.678795 1.354 -0.080 2.406
N 1.597198 3.181282 0.397047 -1.611 0.515 0.162
N 0.786797 5.329047 0.743648 0.224 -1.167 0.084
H 2.501919 3.489933 0.692927 0.191 -0.154 -0.008
H 1.503026 2.334311 -0.143936 0.663 -0.055 -0.263
H 0.205551 6.101994 0.492781 -0.106 0.049 -0.055
H 1.577729 5.437004 1.349361 -0.092 0.411 0.119
C 3.422507 -0.369871 5.572592 -0.461 -0.910 0.431
C 2.864694 -0.323776 4.139931 1.245 1.685 1.712
C 1.386972 -0.636147 4.117953 1.011 -1.808 -0.400
O 1.017380 -0.713473 2.753112 -0.459 0.386 0.106
C -0.232527 -1.311621 2.568710 -1.419 -0.281 0.110
N 3.244583 1.036310 3.685325 -0.848 -0.314 -0.784
H 3.213217 -1.342545 6.036906 0.147 0.023 -0.098
H 2.982297 0.356857 6.261166 -0.048 0.240 -0.310
H 4.499026 -0.225046 5.556356 0.011 0.077 -0.029
H 3.489780 -1.044888 3.607402 -0.599 -0.075 -0.448
H 0.759352 -0.026851 4.777482 0.017 0.544 -0.464
H 1.330567 -1.650767 4.548292 -0.295 -0.016 -0.039
H -0.542608 -1.330462 1.523381 0.566 0.052 -0.142
H -1.063280 -0.788513 3.067946 0.315 0.296 0.181
H -0.301844 -2.337716 2.953853 0.442 -0.004 -0.049
H 2.912639 1.148648 2.723552 0.143 0.031 0.160
H 2.668646 1.677564 4.231512 0.224 0.077 -0.064
O -0.847882 1.169803 0.239739 -0.015 0.733 0.260
H -0.627339 2.111165 0.050233 -0.372 -0.421 -0.246
H -1.693492 1.211374 0.701097 0.128 -0.054 0.019
O 1.244349 0.628520 -3.612101 0.354 0.073 -0.054
H 1.995574 1.048035 -3.153111 -0.544 -0.242 -0.285
H 1.006631 -0.099274 -3.012399 -0.032 0.219 -0.103
O 1.163775 -2.606672 -3.822813 -0.411 -0.375 0.026
H 0.344266 -3.069818 -3.519060 0.695 0.642 -0.254
H 0.852525 -1.851733 -4.338380 0.087 -0.073 0.091
O -1.157422 -3.510574 -2.731663 -0.792 0.063 0.064
H -1.860641 -2.821415 -2.906582 0.523 -0.303 0.017
H -1.528656 -4.327793 -3.084004 0.069 0.065 0.026
O -0.075117 -0.665063 -1.612318 -0.256 -0.073 0.507
H -0.497100 -1.482740 -1.318038 0.134 0.084 -0.159
H -0.305167 0.014499 -0.946936 0.075 -0.339 -0.205
```
Positions in Å, forces in eV/Å.

=====

Record 3
Below is a structure of composition C9H4Cl2IrN2O3Ru at a distorted geometry, with properties calculated with the ωB97M-V functional and the def2-TZVPD basis.

The multiplicity is 10. Its energy above the lowest of the compared OMol25 structures with the same formula, charge and spin is 0.0 kcal/mol. The calculation puts the HOMO energy (alpha / beta) at -21.206 / -21.031 eV. As for the net charge: +4.

XYZ file:
```
22
Properties=species:S:1:pos:R:3:forces:R:3
Ru 6.669061 -1.769645 -2.691925 -2.275 0.880 5.427
Ir -0.317855 -0.024519 0.110043 3.063 -3.446 -0.967
Cl 6.407948 -1.458173 -0.442619 0.142 -0.149 -1.151
Cl 1.123742 -0.872485 -1.455869 -0.776 0.238 0.989
C -1.093267 1.310888 -0.854326 -6.175 8.621 -6.987
C 8.467674 -1.864188 -2.732096 8.571 -0.556 -0.933
C 6.490351 -2.038079 -4.498532 0.022 -1.496 -9.806
O -1.693024 2.083996 -1.519909 3.653 -4.531 4.022
O 9.642962 -1.928751 -2.781674 -6.259 0.370 0.462
O 6.407188 -2.211151 -5.656318 0.199 0.866 5.757
N -1.612472 -1.342571 7.213546 -0.835 -0.356 3.225
C -1.343379 -1.217603 6.078828 1.730 0.669 -5.782
C -0.942026 -1.079318 4.687151 -1.303 -0.410 4.070
C -1.173020 -2.114763 3.778815 -0.475 -1.676 -0.116
C -0.931153 -1.926555 2.416284 0.026 -0.600 -0.590
N -0.498399 -0.715176 1.948002 -0.051 -0.467 0.665
C -0.138614 0.249800 2.830743 0.281 0.487 0.243
C -0.353114 0.089323 4.200966 0.692 1.730 0.665
H -1.518966 -3.081046 4.134686 -0.067 -0.120 -0.162
H -1.036561 -2.700693 1.659442 -0.178 -0.215 0.389
H 0.319840 1.135409 2.380352 0.014 0.095 0.688
H -0.047277 0.878813 4.885955 0.001 0.065 -0.107
```
Positions in Å, forces in eV/Å.